Density functional theory data (ωB97M-V/def2-TZVPD) for a 2-piece molecular cluster, C12H27B overall in a non-equilibrium geometry.

Last columns: bonded neighbours and bond lengths (Å).
Element x y z (Å)
1 B -1.95 0.46 1.80  H14 1.183, H15 1.153
2 C 0.30 -1.20 1.69  C10 1.575, H16 0.990, H17 1.128, H18 1.128
3 C -0.73 1.90 -0.42  C11 1.599, H19 1.099, H20 1.071, H21 1.081
4 C 2.32 0.97 -1.05  C12 1.548, H22 1.084, H23 1.076, H24 1.062
5 C 2.08 1.47 1.59  C12 1.595, H25 1.171, H26 1.092, H27 1.069
6 C 3.01 -0.58 0.88  C12 1.558, H28 1.047, H29 1.086, H30 1.200
7 C -3.01 0.15 -1.28  C13 1.591, H31 1.054, H32 1.163, H33 1.095
8 C -1.77 -2.00 -0.44  C13 1.606, H34 1.026, H35 1.207, H36 1.071
9 C -1.05 -0.68 -2.36  C13 1.527, H37 1.050, H38 1.088, H39 1.060
10 C 0.59 -0.36 0.39  C2 1.575, C11 1.562, C12 1.602, H40 1.097
11 C -0.73 0.33 -0.08  C3 1.599, C10 1.562, C13 1.484
12 C 1.97 0.45 0.37  C4 1.548, C5 1.595, C6 1.558, C10 1.602
13 C -1.60 -0.49 -0.95  C7 1.591, C8 1.606, C9 1.527, C11 1.484
14 H -1.57 1.29 2.54  B1 1.183
15 H -3.02 0.04 1.86  B1 1.153
16 H 0.21 -0.61 2.48  C2 0.990
17 H 1.08 -1.98 1.94  C2 1.128
18 H -0.68 -1.73 1.51  C2 1.128
19 H -1.12 2.11 -1.42  C3 1.099
20 H -1.29 2.44 0.31  C3 1.071
21 H 0.30 2.21 -0.30  C3 1.081
22 H 1.49 1.07 -1.74  C4 1.084
23 H 2.97 1.83 -1.10  C4 1.076
24 H 3.03 0.29 -1.45  C4 1.062
25 H 3.10 2.04 1.52  C5 1.171
26 H 2.21 0.77 2.42  C5 1.092
27 H 1.32 2.20 1.74  C5 1.069
28 H 3.92 -0.10 1.11  C6 1.047
29 H 2.58 -0.93 1.81  C6 1.086
30 H 3.21 -1.54 0.20  C6 1.200
31 H -3.66 -0.64 -1.52  C7 1.054
32 H -2.93 0.94 -2.13  C7 1.163
33 H -3.39 0.64 -0.38  C7 1.095
34 H -2.06 -2.07 0.54  C8 1.026
35 H -0.85 -2.74 -0.66  C8 1.207
36 H -2.50 -2.32 -1.16  C8 1.071
37 H -1.03 0.12 -3.05  C9 1.050
38 H -0.07 -1.06 -2.07  C9 1.088
39 H -1.49 -1.56 -2.76  C9 1.060
40 H 0.79 -1.12 -0.38  C10 1.097

## Properties
HOMO (alpha / beta) in eV: -5.50 / -10.72
LUMO (alpha / beta) in hartree: 0.0260 / -0.0633
2S+1: 3
Electronic energy in a.u.: -497.96791
Charge: 0
Gap between HOMO and LUMO (alpha / beta) in eV: 6.2 / 9.0